a | {"formula": "C5H6N2", "method": "ωB97M-V/def2-TZVPD", "species": ["N", "C", "C", "C", "C", "C", "N", "H", "H", "H", "H", "H", "H"], "positions_angstrom": [[1.6239, 0.4135, 0.6638], [1.2815, -0.8453, 0.7371], [-0.0327, -1.4911, 0.5083], [-1.0637, -0.9666, -0.2181], [-1.1782, 0.3600, -0.7847], [-0.2535, 1.4027, -0.6027], [0.8481, 1.4600, 0.2348], [2.0438, -1.4948, 1.1257], [-0.1315, -2.5104, 0.8674], [-1.9515, -1.5651, -0.3160], [-1.9692, 0.6049, -1.4272], [-0.4274, 2.2793, -1.2181], [1.2103, 2.3530, 0.4297]], "lowdin_charge": [0.03, -0.14, -0.08, -0.11, -0.10, -0.08, -0.05, 0.09, 0.09, 0.09, 0.06, 0.10, 0.11], "homo_energy_ev": -7.1, "homo_lumo_gap_ev": 7.0, "charge": 0}


b | {"formula": "C5H6N2", "method": "ωB97M-V/def2-TZVPD", "species": ["C", "C", "C", "N", "C", "C", "N", "H", "H", "H", "H", "H", "H"], "positions_angstrom": [[-1.4216, -0.3492, -0.2804], [-1.3694, 1.0236, 0.2668], [0.0558, 0.5851, 0.2786], [1.0705, 1.0372, -0.4545], [1.9596, 0.0213, -0.3870], [1.4308, -1.0606, 0.3031], [0.2044, -0.7075, 0.7675], [-1.2851, -0.4768, -1.3519], [-1.9779, -1.1351, 0.2185], [-1.5306, 1.8393, -0.4333], [-1.8504, 1.1708, 1.2306], [2.9524, 0.1223, -0.8201], [1.8672, -2.0275, 0.5171]], "lowdin_charge": [0.05, -0.09, -0.47, 0.10, -0.15, -0.15, 0.06, 0.12, 0.10, 0.12, 0.11, 0.10, 0.09], "homo_energy_ev": -8.8, "homo_lumo_gap_ev": 9.4, "charge": 0}


c | {"formula": "C5H6N2", "method": "ωB97M-V/def2-TZVPD", "species": ["C", "C", "C", "C", "C", "N", "N", "H", "H", "H", "H", "H", "H"], "positions_angstrom": [[2.9780, -0.3878, 0.5864], [1.3001, 1.2155, -0.2645], [2.7057, 0.7001, -0.2586], [-0.7448, -0.0142, 0.5260], [-2.0258, -0.1443, -0.2553], [3.0412, -0.7608, -0.6161], [0.3821, 0.4670, 0.0809], [2.7821, -0.7606, 1.4757], [3.4462, 1.4402, -0.5658], [-0.8243, -0.3217, 1.5511], [-2.5210, 0.8025, -0.3210], [-2.5748, -0.9225, 0.2460], [-1.7961, -0.3748, -1.2853]], "lowdin_charge": [-0.12, -0.01, -0.30, -0.16, -0.07, 0.19, 0.01, 0.07, 0.10, 0.10, 0.07, 0.06, 0.07], "homo_energy_ev": -7.7, "homo_lumo_gap_ev": 8.4, "charge": 0}


d | {"formula": "C5H6N2", "method": "ωB97M-V/def2-TZVPD", "species": ["N", "C", "C", "C", "C", "C", "N", "H", "H", "H", "H", "H", "H"], "positions_angstrom": [[-1.4631, -2.1469, 1.9046], [-1.2958, -1.8718, 0.7828], [-1.0438, -1.5331, -0.5847], [-0.0879, -0.6215, -0.8619], [0.1201, 1.3060, 0.6695], [1.4191, 1.1817, -0.0666], [0.6098, 0.0128, 0.1623], [-1.6189, -2.0339, -1.3696], [0.1808, -0.4066, -1.9030], [-0.7185, 1.7774, 0.1428], [0.0716, 1.4015, 1.7635], [1.4899, 1.5806, -1.0830], [2.3604, 1.1901, 0.4805]], "lowdin_charge": [0.14, -0.24, -0.10, -0.13, -0.09, -0.13, -0.10, 0.10, 0.12, 0.11, 0.11, 0.11, 0.11], "homo_energy_ev": -9.2, "homo_lumo_gap_ev": 9.8, "charge": 0}


It is d that is most stable; the runner-up trails by 0.0131 hartree.